No. 1
8
Properties=species:S:1:pos:R:3 method="wB97M-V/def2-TZVPD" orbital_gap_ev="7.0 / 6.5" multiplicity=3 de_lowest_kcal_mol=34.8 e_homo_ev="-6.29 / -11.38" charge=0
C 0.25246 -0.11388 -0.02577
O 2.26310 0.75991 -1.88285
P 1.96640 0.41090 -0.51184
Cl 2.96410 -1.72602 0.03913
Cl 2.80130 1.51964 0.83674
H -0.65765 0.63707 -0.28321
H -0.03699 -0.95802 -0.52107
H 0.14666 -0.47403 0.94253

=====

No. 2
8
Properties=species:S:1:pos:R:3 method="wB97M-V/def2-TZVPD" orbital_gap_ev=10.4 de_lowest_kcal_mol=70.5 e_homo_ev=-10.15 charge=0
C -0.16235 0.15630 -0.05645
N -1.63009 -0.13701 1.23126
O -2.44634 0.70876 1.54888
O -1.47659 -1.19323 1.81198
O 0.21710 -0.95902 -0.77799
H -0.66065 0.93731 -0.60109
H 0.60101 0.39488 0.61789
H 0.26354 -1.67174 -0.11989

=====

No. 3
99
Properties=species:S:1:pos:R:3 method="wB97M-V/def2-TZVPD" orbital_gap_ev=9.4 smiles="CCOC(=O)CCN.NC(N)=O.NC(N)=O.NC(N)=O.NC(N)=O.NC(N)=O.NC(N)=O.NC(N)=O.NC(N)=O.NC(N)=O.NC(N)=O" de_lowest_kcal_mol=4.6 e_homo_ev=-8.83 charge=0
C 2.37676 3.74113 -3.05652
C 1.40682 3.65227 -1.91133
O 0.33438 2.71782 -2.12923
C -0.49811 2.87523 -3.20025
O -0.35435 2.17280 -4.18950
C -1.69889 3.77501 -3.06757
C -1.47118 5.22526 -2.67583
N -0.47963 5.86461 -3.52352
H 3.31539 4.10591 -2.64991
H 2.56846 2.77056 -3.49675
H 2.07396 4.43308 -3.83258
H 1.93530 3.25650 -1.05417
H 1.02460 4.62061 -1.61287
H -2.31432 3.33032 -2.29678
H -2.20443 3.76966 -4.02227
H -2.43631 5.72702 -2.73912
H -1.14493 5.27438 -1.64420
H -0.76069 5.88887 -4.48921
H -0.22482 6.78056 -3.19866
C -2.32078 0.46397 -0.63269
O -2.69907 1.59083 -0.90901
N -0.99804 0.12150 -0.73857
N -3.13741 -0.53797 -0.19637
H -0.64864 -0.79408 -0.52538
H -0.36327 0.83112 -1.06633
H -4.12117 -0.34155 -0.10020
H -2.79460 -1.45925 0.03180
C -2.99042 -3.09708 2.50165
O -2.54577 -3.38905 1.39687
N -2.89306 -3.92047 3.57442
N -3.60274 -1.89298 2.70180
H -3.24270 -3.68815 4.48313
H -2.42639 -4.79766 3.43928
H -3.66638 -1.29176 1.90122
H -3.98373 -1.58532 3.57627
C -1.64434 -6.28478 -0.83905
O -2.84301 -6.27315 -1.08434
N -0.79794 -7.21591 -1.38504
N -1.04336 -5.37568 -0.02099
H 0.19292 -7.23182 -1.21703
H -1.20292 -7.89420 -2.00028
H -1.61619 -4.65237 0.40795
H -0.05793 -5.39325 0.16479
C 0.59121 -1.43782 3.13385
O 0.54346 -2.52606 3.68170
N -0.52639 -0.75886 2.74063
N 1.77984 -0.80311 2.87065
H -0.49891 0.13652 2.28892
H -1.42114 -1.18641 2.91336
H 2.61935 -1.27058 3.15184
H 1.84342 0.09303 2.42614
C 4.43344 2.29936 0.51412
O 3.35288 2.87968 0.42224
N 5.51327 2.85853 1.13328
N 4.63275 1.05556 0.00576
H 6.41084 2.40237 1.22278
H 5.38835 3.77362 1.52072
H 3.85675 0.62860 -0.46085
H 5.49336 0.54700 0.08271
C 5.37252 -2.33855 1.57640
O 5.81935 -1.28202 1.16280
N 6.17607 -3.33263 2.06120
N 4.03153 -2.60750 1.58797
H 5.83036 -4.20642 2.40721
H 7.16301 -3.16088 2.06581
H 3.41839 -1.89410 1.24257
H 3.64000 -3.46738 1.92061
C 9.07653 3.37431 0.56644
O 8.44040 2.44760 1.04266
N 8.48440 4.34070 -0.19594
N 10.42217 3.50984 0.75939
H 8.98089 5.11049 -0.60025
H 7.49658 4.25623 -0.35555
H 10.87762 2.81160 1.31491
H 10.96370 4.26028 0.37737
C -7.25864 0.25058 -0.53369
O -6.20731 0.05374 0.05776
N -8.36814 0.71979 0.10250
N -7.39094 0.01843 -1.87373
H -9.24086 0.89267 -0.35645
H -8.30606 0.88947 1.09438
H -6.58509 -0.32332 -2.36204
H -8.24025 0.17222 -2.38058
C 2.08864 -6.11691 -3.15961
O 1.96767 -6.34593 -1.96627
N 3.26767 -6.30931 -3.82631
N 1.04894 -5.65346 -3.90952
H 3.38674 -6.12776 -4.80373
H 4.04418 -6.65140 -3.29437
H 0.17288 -5.51368 -3.43734
H 1.11460 -5.45546 -4.88885
C -8.39445 2.43887 3.85452
O -8.82080 1.37573 3.43344
N -7.31883 3.07044 3.29330
N -8.96007 3.07781 4.92348
H -6.95373 3.94210 3.62420
H -6.87661 2.62432 2.51074
H -9.74909 2.63664 5.35497
H -8.62752 3.94887 5.28816

=====

No. 4
108
Properties=species:S:1:pos:R:3 method="wB97M-V/def2-TZVPD" orbital_gap_ev=6.0 e_homo_ev=-2.35 charge=-2
Tl 0.21087 1.26665 -0.78567
C 1.85259 -1.49944 1.83762
C 2.70703 -0.24627 1.68136
C 3.44001 -0.32354 0.56186
C 3.18706 -1.60785 -0.10160
C 2.29043 -2.31854 0.59937
C 1.83733 -3.69661 0.20946
C 3.87885 -2.00214 -1.37066
C 4.35944 0.72011 0.00657
C 2.66048 0.93866 2.59239
C 1.82396 -1.45365 4.41532
H 1.85425 -4.39090 1.04383
H 2.49191 -4.09829 -0.56517
H 0.81744 -3.67755 -0.18074
H 4.89388 -2.35491 -1.16157
H 3.94320 -1.14354 -2.04033
H 3.34090 -2.79180 -1.89194
H 3.81156 1.38061 -0.67496
H 5.17421 0.26640 -0.55888
H 4.78980 1.33092 0.80017
H 3.37845 0.84312 3.41377
H 1.67394 1.09330 3.02469
H 2.90607 1.84032 2.03431
H 1.77514 -2.10935 5.28778
H 0.87850 -0.91671 4.33820
H 2.62383 -0.73090 4.57496
F -0.57301 0.41964 -7.82633
C -0.02118 0.97377 -6.72943
C 0.27486 0.20054 -5.62157
F 0.01170 -1.11983 -5.66127
C 0.85783 0.76840 -4.51148
F 1.14002 -0.04449 -3.47694
C 1.20572 2.13157 -4.42313
S 2.02550 2.80044 -3.08668
C 0.87459 2.87530 -5.57346
F 1.15996 4.18328 -5.61669
C 0.28002 2.32324 -6.68733
F 0.00223 3.08664 -7.76091
O -0.59562 7.25489 5.19361
S -0.53623 7.19804 3.74913
O -1.16325 8.30855 3.06906
N -1.03483 5.75875 3.18277
C -0.04601 5.07740 2.63103
S -0.15070 3.50224 2.06947
C 1.25694 5.81248 2.59476
C 2.46119 5.40233 2.04607
C 3.56344 6.23694 2.17044
C 3.46775 7.45985 2.82805
C 2.25452 7.87963 3.36117
C 1.16969 7.04148 3.22496
H 2.51321 4.45350 1.53002
H 4.51429 5.93280 1.74937
H 4.34317 8.09148 2.91975
H 2.15754 8.83264 3.86643
C 3.53166 -2.81536 3.22216
C 2.08704 -2.30676 3.16136
C 1.10587 -3.46262 3.21259
C -0.14797 -3.40245 2.77310
C -1.08879 -4.57000 2.84810
C -0.67425 -2.14263 2.18911
C -0.50165 -1.68123 0.78531
C 0.36684 -1.08670 1.79878
N -0.79900 -1.56406 -0.41641
C -1.85277 -2.27037 -1.13382
C -3.17189 -1.51409 -0.92306
C -4.27874 -2.11514 -1.78773
C -3.88313 -2.02429 -3.26339
C -2.58475 -2.80291 -3.48285
C -2.79011 -4.26728 -3.08269
C -3.17646 -4.34522 -1.60261
C -4.48458 -3.57887 -1.38787
C -2.06407 -3.73623 -0.73510
C -1.47910 -2.19693 -2.62137
H 3.73933 -3.24974 4.20384
H 4.21935 -1.98343 3.05915
H 3.72794 -3.56460 2.45423
H 1.46855 -4.37753 3.67872
H -0.66992 -5.36643 3.46474
H -1.28582 -4.97123 1.84927
H -2.04781 -4.26223 3.27149
H -1.58373 -1.77977 2.66643
H 0.15682 -0.06164 2.08975
H -3.00462 -0.47320 -1.18008
H -3.44541 -1.54124 0.13613
H -5.20370 -1.55424 -1.61918
H -3.73826 -0.97682 -3.54192
H -4.67951 -2.43695 -3.89345
H -2.29392 -2.74849 -4.53549
H -1.87044 -4.83558 -3.25907
H -3.57959 -4.71756 -3.69490
H -3.31874 -5.39456 -1.31846
H -4.77976 -3.63364 -0.33493
H -5.28528 -4.03094 -1.98436
H -1.13679 -4.30315 -0.87897
H -2.34174 -3.79663 0.32245
H -1.33133 -1.14503 -2.87244
H -0.53050 -2.71557 -2.79304
O -1.88001 2.36502 -2.05416
C -2.58092 2.37250 -1.02851
C -3.83601 3.22514 -0.85173
C -4.25629 2.89836 0.57749
C -3.35523 1.70413 0.94411
O -3.54988 0.97064 1.90102
N -2.36174 1.57497 0.02281
H -4.57535 2.91653 -1.59382
H -3.59261 4.27269 -1.02660
H -5.30854 2.63908 0.69180
H -4.01714 3.70476 1.27300

=====

No. 5
21
Properties=species:S:1:pos:R:3 method="wB97M-V/def2-TZVPD" orbital_gap_ev=9.1 de_lowest_kcal_mol=89.8 e_homo_ev=-8.38 charge=0
C -2.13489 -0.83166 0.68708
C -1.50650 -0.02286 -0.41146
N -2.10181 1.13430 -0.76951
O -0.12170 -1.76594 -1.09067
N -0.38514 -0.39070 -1.04505
H -0.55541 -2.35739 -0.45662
H -1.52143 1.70968 -1.36971
H -2.51817 1.66612 -0.01416
H -1.36322 -1.19470 1.36716
H -2.61901 -1.70767 0.24802
H -2.86464 -0.24054 1.24299
C 2.00894 1.22176 -0.79415
C 1.76519 -0.60927 0.95440
C 1.10131 0.55155 0.22152
O 0.32780 1.30298 0.90792
H 1.42904 1.95353 -1.36050
H 2.42210 0.48206 -1.48471
H 2.82349 1.73779 -0.28208
H 1.04109 -1.10485 1.60643
H 2.21226 -1.32327 0.25700
H 2.56069 -0.21092 1.58610

=====

No. 6
123
Properties=species:S:1:pos:R:3 method="wB97M-V/def2-TZVPD" orbital_gap_ev=8.9 smiles="CCC[C@@H](C)[C@@]1(N=C=S)OC(=O)[C@](CCCO)(P(O)Cl)[C@@H]1COC(C)=O.c1ccccc1.c1ccccc1.c1ccccc1.c1ccccc1.c1ccccc1.c1ccccc1" e_homo_ev=-8.98 charge=0
C -0.86408 6.98109 2.31370
C -0.70881 7.06832 0.74102
C 0.60024 6.35694 0.25083
C 0.38242 5.08717 -0.63144
C 1.80341 4.69211 -1.20362
C -0.28885 3.89821 0.09924
N -1.70898 4.14923 0.56663
C -2.47148 4.30055 -0.34846
S -3.23653 4.90370 -1.60516
O -0.51638 2.87010 -0.91701
C -0.63901 1.62612 -0.29946
O -0.96022 0.69187 -0.93156
C -0.24593 1.72670 1.23255
C 0.81097 0.54187 1.37622
C 0.14835 -0.87048 1.45803
C 0.97776 -1.99569 0.73028
O 0.35158 -2.37085 -0.49471
P -1.62194 1.68447 2.51276
O -1.16951 0.66571 3.78530
Cl -3.29639 0.72929 1.70098
C 0.57416 3.06870 1.10497
C 1.08208 3.76326 2.39435
O 2.49296 4.09607 2.35428
C 3.29768 2.97257 2.28808
C 3.54964 2.02432 3.48503
O 3.79425 2.70860 1.23939
H 0.14581 7.12728 2.74686
H -1.17571 5.94056 2.54517
H -1.59605 7.72593 2.67448
H -0.66219 8.15642 0.50241
H -1.63768 6.69723 0.26866
H 1.28695 6.17157 1.10216
H 1.12616 7.09087 -0.40356
H -0.22282 5.34176 -1.53019
H 2.51951 4.87376 -0.36714
H 2.11126 5.33298 -2.04743
H 1.85402 3.60626 -1.42276
H 1.39776 0.68637 2.31365
H 1.53601 0.62375 0.53898
H -0.90262 -0.90232 1.11481
H 0.13469 -1.16861 2.53135
H 2.03681 -1.70317 0.58914
H 0.99510 -2.91571 1.36760
H -0.56088 -2.64438 -0.32877
H -0.37323 1.04301 4.19777
H 1.39745 2.72436 0.44192
H 0.92969 3.08028 3.26182
H 0.56628 4.71594 2.61948
H 4.34627 2.43822 4.13038
H 3.82185 1.04453 3.05164
H 2.58463 1.92353 4.03192
C 5.46632 5.66889 -4.75080
C 4.90275 4.59589 -4.07150
C 5.21077 4.38202 -2.73424
C 6.07333 5.24568 -2.07356
C 6.63387 6.32082 -2.75047
C 6.33404 6.53032 -4.09074
H 5.22916 5.83424 -5.79492
H 4.22358 3.92568 -4.58506
H 4.77714 3.54186 -2.20462
H 6.30784 5.07962 -1.02918
H 7.30605 6.99576 -2.23308
H 6.77542 7.36568 -4.62078
C -6.96347 -2.94641 -0.37901
C -6.19102 -1.96418 0.22759
C -4.82963 -2.16584 0.41221
C -4.23894 -3.34727 -0.01884
C -5.01016 -4.32798 -0.62857
C -6.37326 -4.12967 -0.80513
H -8.02656 -2.78961 -0.51971
H -6.65113 -1.04029 0.55758
H -4.22761 -1.40219 0.89134
H -3.17548 -3.50332 0.12097
H -4.54853 -5.24872 -0.96616
H -6.97591 -4.89734 -1.27613
C 3.63696 -5.58599 -1.05306
C 4.17716 -6.84018 -0.79903
C 3.48394 -7.74884 -0.00866
C 2.24572 -7.40624 0.51976
C 1.70425 -6.15287 0.26237
C 2.40090 -5.24153 -0.51993
H 4.17885 -4.87631 -1.66661
H 5.13987 -7.10999 -1.21671
H 3.90843 -8.72469 0.19468
H 1.70228 -8.11632 1.13212
H 0.73715 -5.88596 0.67305
H 1.97818 -4.26283 -0.71515
C 8.98914 7.28460 2.51812
C 8.07493 7.58541 1.51668
C 7.04631 6.69882 1.22595
C 6.92571 5.51504 1.94295
C 7.83802 5.21611 2.94661
C 8.87210 6.09858 3.23167
H 9.79350 7.97460 2.74276
H 8.16479 8.51163 0.96162
H 6.33669 6.93040 0.44050
H 6.11960 4.82533 1.71851
H 7.74355 4.29346 3.50707
H 9.58661 5.86260 4.01092
C -3.33707 -9.52486 0.12536
C -2.06447 -10.08056 0.08988
C -0.98219 -9.31402 -0.32354
C -1.17126 -7.98858 -0.69263
C -2.44347 -7.43197 -0.65378
C -3.52716 -8.20075 -0.24881
H -4.18135 -10.12390 0.44474
H -1.91610 -11.11274 0.38414
H 0.00958 -9.74923 -0.35746
H -0.32752 -7.38953 -1.01059
H -2.59019 -6.39682 -0.94058
H -4.52026 -7.76781 -0.22354
C -9.82668 -4.88175 -2.50921
C -10.71993 -4.63262 -3.54297
C -11.68694 -5.57492 -3.86776
C -11.76671 -6.76289 -3.15210
C -10.87573 -7.01031 -2.11597
C -9.90294 -6.07182 -1.79694
H -9.07033 -4.14774 -2.25817
H -10.66175 -3.70319 -4.09666
H -12.37952 -5.38339 -4.67838
H -12.52405 -7.49593 -3.40239
H -10.93914 -7.93617 -1.55684
H -9.20446 -6.26740 -0.99174

=====

No. 7
70
Properties=species:S:1:pos:R:3 method="wB97M-V/def2-TZVPD" orbital_gap_ev="5.2 / 6.6" de_lowest_kcal_mol=39.8 e_homo_ev="-16.82 / -16.98" charge=+3
Pb 0.25347 -0.63449 0.47507
P -0.56027 -0.32866 -2.09308
C 0.56172 0.90781 -2.64831
C 0.99838 1.98270 -1.86915
N 0.63663 2.08970 -0.52314
C 1.18219 2.97557 0.35021
C 1.97363 3.98456 -0.14822
C 2.29097 3.99918 -1.50938
C 1.84903 2.99950 -2.34716
C 0.88949 2.76582 1.82113
P 1.25018 1.07153 2.43157
H 2.13672 2.95375 -3.39655
H 2.35592 4.73631 0.53817
H 2.90824 4.80051 -1.90156
H 1.48634 3.45831 2.43302
H -0.17618 2.96641 2.02815
H 4.13700 -2.17046 -4.31337
H 0.96783 0.83942 -3.66327
H 5.10978 -0.74878 0.13531
O 3.20215 -2.31872 -4.25145
H 3.02479 -3.02324 -4.89752
H -0.06896 1.42652 -0.13554
O 4.23257 -1.11586 0.13154
H 4.06334 -1.36442 -0.79361
C 3.06655 1.06428 2.46905
H 3.41880 1.51037 3.41094
H 3.42042 0.02741 2.39984
H 3.49216 1.61557 1.62064
C 0.82413 1.09093 4.19521
H 0.84036 0.05441 4.56306
H 1.56675 1.68624 4.74672
H -0.18136 1.50943 4.34139
C -2.23790 0.36534 -2.26665
H -2.64321 0.09252 -3.25115
H -2.90525 -0.01731 -1.48119
H -2.20114 1.46118 -2.19693
C -0.44547 -1.72408 -3.24626
H -0.88606 -2.61480 -2.76970
H -1.00850 -1.48536 -4.16211
H 0.60809 -1.92468 -3.49245
C -1.14521 -3.41619 2.83985
C -1.76728 -3.70169 1.46971
C -1.92308 -5.21252 1.28891
C -3.06875 -2.94212 1.25184
C -4.29012 -3.58961 1.09476
C -5.47671 -2.87213 0.93887
C -5.46702 -1.47908 0.92506
C -4.27413 -0.77736 1.05296
C -4.22949 0.74210 1.11210
C -5.32915 1.39357 0.27667
C -4.28402 1.24667 2.55512
C -3.05027 -1.50897 1.18118
O -1.92577 -0.84948 1.18674
H -1.80005 -3.80391 3.63303
H -0.99794 -2.34411 3.01727
H -0.17457 -3.92091 2.92847
H -1.05299 -3.36730 0.69297
H -2.54868 -5.64519 2.07920
H -2.36365 -5.44699 0.31496
H -0.93907 -5.69136 1.33579
H -4.31584 -4.68002 1.11087
H -6.42394 -3.40458 0.84229
H -6.40327 -0.92171 0.82279
H -3.26261 1.05542 0.69400
H -6.31707 1.23437 0.72524
H -5.16095 2.47454 0.21334
H -5.33844 0.99607 -0.74447
H -3.46823 0.82080 3.14836
H -4.19972 2.33898 2.58372
H -5.23597 0.96469 3.02373

=====

No. 8
45
Properties=species:S:1:pos:R:3 method="wB97M-V/def2-TZVPD" orbital_gap_ev=9.4 smiles="CCN(C(=O)COC(=O)CNC(=O)c1ccc(C)s1)c1ccccc1" de_lowest_kcal_mol=10.6 e_homo_ev=-8.76 charge=0
C -3.15203 -0.29796 -2.90293
H -2.35613 -1.03279 -2.81283
H -4.06527 -0.71604 -2.48444
H -3.31433 -0.08404 -3.95574
C -2.76025 0.97914 -2.16928
N -2.47764 0.71993 -0.76342
C -1.19429 0.56033 -0.38317
O -0.25257 0.65963 -1.14055
C -0.95203 0.31751 1.11605
H -0.70555 1.26516 1.59944
H -1.81256 -0.14636 1.60344
O 0.19993 -0.50002 1.26591
C 0.10958 -1.71612 0.71824
O -0.90294 -2.16240 0.24844
C 1.41885 -2.47574 0.82935
N 2.56642 -1.61024 0.85659
C 3.54542 -1.71828 -0.08325
O 3.61224 -2.65405 -0.85773
C 4.55020 -0.64995 -0.06589
C 5.64296 -0.57445 -0.88367
C 6.42859 0.57080 -0.65692
C 5.94156 1.37397 0.33011
S 4.48574 0.71948 1.00300
C 6.49787 2.65450 0.83927
H 6.72773 2.57887 1.90182
H 7.40788 2.90467 0.29943
H 5.77879 3.46323 0.71152
H 7.32522 0.79575 -1.20686
H 5.85717 -1.32791 -1.61950
H 2.48064 -0.76060 1.39308
H 1.52515 -3.14627 -0.02948
H 1.36865 -3.08734 1.74127
C -3.60739 0.46400 0.05956
C -3.92154 -0.83741 0.43687
C -5.04863 -1.07458 1.20367
C -5.86669 -0.02420 1.58666
C -5.55539 1.27002 1.20503
C -4.42797 1.51737 0.44154
H -4.17794 2.52452 0.14222
H -6.19118 2.09036 1.50282
H -6.74754 -0.21406 2.18126
H -5.29183 -2.08481 1.49677
H -3.27371 -1.64670 0.13433
H -3.56531 1.71670 -2.22784
H -1.84988 1.39636 -2.60421